1) Here is 2 unconnected molecules or ions with the total composition C6H10S from the OMol25 dataset. Energies are from wB97M-V/def2-TZVPD.

Output
2S+1	1
highest occupied orbital energy	-8.56	eV
lowest unoccupied orbital energy	-0.40	eV
gap between HOMO and LUMO	8.2	eV
molar mass	114.21	u
structure (SMILES)	C=C=CC.CC=S

```
17
Properties=species:S:1:pos:R:3:nbo_charge:R:1
C 1.22793 -0.93727 0.81723 -0.495
C 0.32513 -0.23624 1.28332 0.093
C -0.63409 0.51549 1.61609 -0.264
C -0.55133 1.26432 2.91015 -0.607
H 1.36747 -1.95488 1.07393 0.214
H 1.93735 -0.54604 0.15721 0.209
H -1.62981 0.65390 1.14808 0.230
H 0.48080 0.98233 3.34184 0.203
H -1.19214 0.91033 3.63865 0.210
H -0.67164 2.29107 2.75251 0.210
C 0.50446 -0.76938 -2.72804 -0.716
C -0.87210 -0.28641 -2.71748 -0.182
S -1.43014 0.95254 -1.71920 -0.022
H 0.82817 -0.81389 -1.61142 0.251
H 0.61458 -1.70225 -3.21547 0.224
H 1.14537 0.09297 -3.18300 0.259
H -1.45001 -0.41659 -3.56439 0.182
```

2) Here is C6H10S in the gas phase from the OMol25 dataset. Energies are from wB97M-V/def2-TZVPD.

Output
2S+1	1
highest occupied orbital energy	-8.51	eV
lowest unoccupied orbital energy	0.98	eV
gap between HOMO and LUMO	9.5	eV
molar mass	114.21	u
structure (SMILES)	C=CCSCC=C

```
17
Properties=species:S:1:pos:R:3:nbo_charge:R:1
C -2.51487 1.18256 0.22823 -0.370
C -2.01021 0.13289 -0.41448 -0.215
C -1.63845 -1.17240 0.25326 -0.518
S 0.10455 -1.89146 -0.02181 0.179
C 0.98696 -0.40493 -0.40748 -0.603
C 2.21066 -0.14322 0.44716 -0.179
C 3.21982 0.58238 0.00798 -0.386
H -2.44747 1.20320 1.32178 0.194
H -2.98536 2.08969 -0.21664 0.211
H -2.05521 -0.02284 -1.45747 0.203
H -1.68276 -1.19140 1.36670 0.215
H -2.33732 -1.88254 -0.05582 0.223
H 1.37297 -0.29852 -1.46774 0.218
H 0.24553 0.39007 -0.37202 0.248
H 2.12704 -0.32565 1.48087 0.198
H 3.30657 0.71733 -1.09533 0.172
H 4.09754 1.03483 0.40279 0.209
```

From most stable to least stable, the computed energies give 2), 1).

1) Here is a gas-phase ion, C2H5N2S (charge +1) from the OMol25 dataset. Energies are from wB97M-V/def2-TZVPD.

Output
charge	+1
2S+1	1
highest occupied orbital energy	-14.48	eV
lowest unoccupied orbital energy	-6.45	eV
gap between HOMO and LUMO	8.0	eV
molar mass	89.14	u
structure (SMILES)	[H]/N=C(\[NH3+])C=S

```
10
Properties=species:S:1:pos:R:3:nbo_charge:R:1
H -1.39624 1.85032 -0.03972 0.391
N -0.38743 1.62635 -0.23694 -0.461
C 0.01488 0.45752 -0.10274 0.311
N -0.78919 -0.71949 0.44018 -0.762
C 1.34165 0.05252 -0.43751 -0.357
S 1.98963 -1.46861 -0.58729 0.250
H -0.78979 -0.53682 1.49159 0.457
H -0.10246 -1.58767 0.24253 0.467
H -1.67669 -0.62587 0.13864 0.437
H 1.79564 0.95176 -0.90873 0.266
```

2) Here is a gas-phase ion, C2H5N2S (charge +1) from the OMol25 dataset. Energies are from wB97M-V/def2-TZVPD.

Output
charge	+1
2S+1	1
highest occupied orbital energy	-15.08	eV
lowest unoccupied orbital energy	-6.32	eV
gap between HOMO and LUMO	8.8	eV
molar mass	89.14	u

```
10
Properties=species:S:1:pos:R:3:nbo_charge:R:1
C -1.20052 -0.65500 0.01054 0.271
C 1.75636 1.14848 -0.06056 -0.540
N 0.11148 -1.04153 -0.07940 -0.774
N -1.53954 0.48644 0.35819 -0.636
S 1.62876 -0.47308 0.02651 1.012
H -1.88986 -1.62611 -0.36310 0.203
H 0.70942 1.74582 0.03355 0.329
H 2.74566 1.62484 0.17625 0.303
H 0.24456 -1.91032 -0.48061 0.426
H -2.56632 0.70046 0.37863 0.405
```

From most stable to least stable, the computed energies give 1), 2).

1) Here is a molecular structure, ArH24O12 from the OMol25 dataset. Energies are from wB97M-V/def2-TZVPD.

Output
2S+1	1
highest occupied orbital energy	-9.28	eV
lowest unoccupied orbital energy	-0.08	eV
gap between HOMO and LUMO	9.2	eV
molar mass	256.13	u

```
37
Properties=species:S:1:pos:R:3:nbo_charge:R:1
Ar -0.63434 8.49156 11.48793 0.000
O -2.06725 6.95113 14.47398 -0.979
H -2.60562 6.67354 15.21515 0.469
H -1.50068 6.20077 14.29457 0.502
O -3.18784 9.56904 9.35323 -0.958
H -2.95133 10.49370 9.42612 0.484
H -3.47558 9.46571 8.44617 0.483
O 1.88188 9.26511 8.49179 -0.966
H 1.79078 10.20403 8.32948 0.458
H 2.20698 9.20730 9.39023 0.491
O 0.02727 5.24687 13.97365 -0.979
H 0.69143 5.40421 13.30256 0.496
H 0.47226 4.71188 14.63092 0.469
O 0.47214 5.88993 9.29090 -0.962
H 0.45514 6.02188 8.34299 0.501
H 0.51774 4.94008 9.40020 0.473
O 1.55369 5.94081 11.89002 -0.961
H 1.01586 5.83067 11.10591 0.504
H 2.27568 5.32304 11.77454 0.479
O -0.05988 10.32084 14.85743 -0.945
H 0.28995 9.59129 15.36891 0.477
H 0.19207 11.10190 15.35006 0.471
O 3.14686 8.48989 10.82514 -0.957
H 3.67335 8.96248 11.46989 0.476
H 2.53901 7.96730 11.34826 0.494
O -4.33578 9.64480 11.83819 -0.979
H -3.64844 9.57158 11.17605 0.472
H -3.86600 9.65040 12.67216 0.504
O -2.79184 9.72263 14.19318 -0.980
H -2.26852 10.42619 14.57707 0.483
H -2.23296 8.94783 14.25290 0.503
O -2.77212 6.43114 9.44820 -0.942
H -3.15161 7.22796 9.07768 0.475
H -1.83341 6.61216 9.49604 0.482
O -4.95102 7.20466 10.86017 -0.991
H -4.05755 7.00182 10.58304 0.466
H -4.92498 8.13252 11.09392 0.484
```

2) Here is a molecular structure, ArH24O12 from the OMol25 dataset. Energies are from wB97M-V/def2-TZVPD.

Output
2S+1	1
highest occupied orbital energy	-9.96	eV
lowest unoccupied orbital energy	-0.25	eV
gap between HOMO and LUMO	9.7	eV
molar mass	256.13	u

```
37
Properties=species:S:1:pos:R:3:nbo_charge:R:1
Ar 0.07341 -0.19919 0.12963 0.001
O 1.03297 2.37151 2.49569 -0.975
H 1.04695 2.33010 1.53949 0.466
H 0.18856 1.99266 2.73999 0.487
O -2.94432 -0.22812 -2.61487 -0.977
H -2.06185 -0.26644 -2.98365 0.476
H -2.89225 0.44607 -1.93738 0.472
O -2.28959 -1.46357 2.25179 -0.969
H -2.91201 -2.15063 2.49008 0.481
H -2.41098 -1.34603 1.30962 0.491
O -1.40332 1.16944 3.29881 -0.959
H -0.99572 0.35885 3.60384 0.496
H -2.04711 0.88498 2.65008 0.474
O -2.81739 1.17799 -0.19426 -0.943
H -3.42623 1.17769 0.54435 0.479
H -2.39911 2.03829 -0.16013 0.475
O 0.56968 -1.20511 3.35481 -0.952
H -0.17266 -1.79307 3.21529 0.492
H 0.91158 -1.45012 4.21464 0.482
O -0.39951 -0.44495 -3.41082 -0.944
H -0.05410 -0.67535 -4.27328 0.488
H 0.37779 -0.27784 -2.87781 0.505
O -0.98855 -2.98175 -2.95015 -0.959
H -0.24542 -3.40284 -2.51811 0.457
H -0.69395 -2.08619 -3.11573 0.469
O 2.86325 -1.54745 -0.97933 -0.959
H 2.59716 -0.88352 -1.61543 0.486
H 3.70545 -1.86653 -1.30354 0.473
O 2.88012 -1.61919 1.93092 -0.988
H 2.03215 -1.38944 2.31092 0.480
H 2.77727 -1.44977 0.99446 0.481
O 2.19116 1.02940 -2.24094 -0.970
H 2.84165 1.18389 -2.92595 0.476
H 2.32674 1.74181 -1.61618 0.504
O 1.01285 3.23062 -0.45498 -0.956
H 1.59431 3.99096 -0.45127 0.481
H 0.13100 3.60285 -0.45054 0.480
```

From most stable to least stable, the computed energies give 1), 2).

1) Here is 5 unconnected molecules or ions with the total composition C2H15NO4 from the OMol25 dataset. Energies are from wB97M-V/def2-TZVPD.

Output
charge	+1
2S+1	2
<S²>	0.76
highest occupied orbital energy (spin up / spin down)	-14.71 / -14.71	eV
lowest unoccupied orbital energy (spin up / spin down)	-3.35 / -9.39	eV
gap between HOMO and LUMO (spin up / spin down)	11.4 / 5.3	eV
molar mass	117.14	u

```
22
Properties=species:S:1:pos:R:3:nbo_charge:R:1
C 0.46654 2.17481 0.76012 -0.639
C 1.47702 1.09027 0.25048 -0.291
N 0.75145 -0.16567 -0.04457 -0.375
H 0.63809 2.33469 1.83110 0.257
H 0.40253 2.98508 0.04046 0.259
H -0.55263 1.76881 0.79168 0.234
H 1.82117 1.33925 -0.70767 0.236
H 2.42127 1.06209 0.89718 0.328
H 1.36652 -0.96538 -0.34793 0.448
H 0.32295 -0.43107 0.85527 0.453
H 3.21068 -2.19608 -3.00786 0.488
H 2.37192 -0.94331 -2.87808 0.457
O 2.32198 -1.97205 -2.71104 -0.941
H -3.07882 -0.43164 0.06064 0.476
H -4.29898 -0.86083 0.66470 0.484
O -3.37421 -0.91604 0.83251 -0.957
H -1.40256 -0.88800 1.91547 0.499
H -0.97515 -1.31591 3.36313 0.516
O -0.67199 -0.85698 2.54972 -0.995
H -1.24539 -0.52852 -2.38360 0.487
H -0.50735 -0.12721 -1.18957 0.427
O -1.46506 -0.15630 -1.54212 -0.851
```

2) Here is 5 unconnected molecules or ions with the total composition C2H15NO4 from the OMol25 dataset. Energies are from wB97M-V/def2-TZVPD.

Output
charge	+1
2S+1	2
<S²>	0.75
highest occupied orbital energy (spin up / spin down)	-14.28 / -14.28	eV
lowest unoccupied orbital energy (spin up / spin down)	-3.79 / -8.96	eV
gap between HOMO and LUMO (spin up / spin down)	10.5 / 5.3	eV
molar mass	117.14	u

```
22
Properties=species:S:1:pos:R:3:nbo_charge:R:1
C 1.18912 0.86452 -0.61274 -0.635
C 0.91382 1.74011 0.61272 -0.286
N -0.34838 2.38565 0.48612 -0.278
H 0.32814 0.24034 -0.83260 0.254
H 1.43306 1.44395 -1.50638 0.238
H 2.05359 0.23433 -0.45296 0.270
H 0.88419 1.14664 1.50764 0.267
H 1.59986 2.58526 0.62232 0.308
H -0.71365 2.82904 1.32754 0.429
H -0.51654 2.94095 -0.35586 0.413
H -0.57916 -0.87936 2.22011 0.456
H -1.78944 -0.02922 1.98618 0.483
O -1.21852 -0.34004 2.70429 -0.940
H 1.26970 -3.42092 0.55683 0.473
H -0.25164 -3.43636 0.26392 0.472
O 0.58975 -3.82574 0.00525 -0.941
H 0.81975 -1.86698 -3.44337 0.480
H 0.90169 -2.58937 -2.08578 0.495
O 1.06189 -1.74211 -2.52147 -0.974
H -1.98518 1.09972 -0.21495 0.446
H -3.22500 0.30491 -0.40053 0.502
O -2.41703 0.31469 0.13372 -0.932
```

From most stable to least stable, the computed energies give 2), 1).